Entry 1:
23
Properties=species:S:1:pos:R:3 method="wB97M-V/def2-TZVPD" de_lowest_kj_mol=0.0 multiplicity=5 charge=+2 s_squared=6.0331 orbital_gap_ev="9.06 / 6.20" e_homo_ev="-17.79 / -17.94"
Fe -0.0017 0.1458 0.1732
O 0.0231 3.5771 -1.9146
C 0.0229 2.5637 -1.3784
C 1.4754 -0.8644 0.3424
O 2.4883 -1.2969 0.6896
C -1.4872 -0.8348 0.3473
O -2.5285 -1.2947 0.6173
C -0.0018 -0.6812 -1.5032
O -0.0027 -1.3436 -2.4678
C 0.6718 2.8195 5.6471
C 0.4370 2.1750 4.2887
C 1.3770 2.3113 3.2633
C 1.1895 1.6985 2.0327
N 0.0539 0.9807 1.7907
C -0.8803 0.8357 2.7622
C -0.7062 1.4244 4.0119
H 1.5966 2.4511 6.1257
H 0.7845 3.9158 5.5732
H -0.1796 2.5994 6.3077
H 2.2774 2.8977 3.4214
H 1.9214 1.7711 1.2189
H -1.7624 0.2288 2.5280
H -1.4813 1.2893 4.7637

=====

Entry 2:
23
Properties=species:S:1:pos:R:3 method="wB97M-V/def2-TZVPD" de_lowest_kj_mol=852.0 multiplicity=8 charge=+3 s_squared=16.0484 orbital_gap_ev="4.40 / 4.37" e_homo_ev="-20.06 / -19.84"
Gd 0.0034 -0.0057 0.3113
O -0.5530 3.1580 -0.0011
C -0.3552 1.9535 -0.0214
C 1.8600 -0.6921 -0.0293
O 3.0120 -1.0938 -0.0028
C -1.5223 -1.2791 0.0009
O -2.4611 -2.0647 -0.0039
C -0.0004 0.0014 -1.9490
O -0.0004 0.0008 -3.1614
N 0.8971 0.6789 2.1956
C 0.3945 -0.1416 3.2952
C 1.2790 -0.5230 4.2595
C 0.7966 -1.2194 5.3605
C -0.5657 -1.5113 5.4677
C -1.4378 -1.1048 4.4708
C -0.9620 -0.4012 3.3594
H 1.8985 0.7385 2.1127
H 0.5098 1.6037 2.2251
H 2.3501 -0.2866 4.1857
H 1.4872 -1.5369 6.1519
H -0.9408 -2.0568 6.3414
H -2.5115 -1.3249 4.5498
H -1.6719 -0.0700 2.5726

=====

Entry 3:
136
Properties=species:S:1:pos:R:3 method="wB97M-V/def2-TZVPD" charge=-1 orbital_gap_ev=2.96 e_homo_ev=-1.40
C 5.7261 -1.5259 3.4392
C 4.8898 -0.6367 2.5006
O 4.5550 -1.3717 1.3267
C 4.0376 -0.5400 0.2904
C 2.7275 0.1441 0.6639
O 1.8151 0.1442 -0.4290
C 0.5512 0.7136 0.0082
C -0.6496 -0.2156 0.1509
C -0.3278 -1.6318 0.6431
C -1.1437 -2.6957 -0.1736
N -2.0745 -3.4962 0.6598
C -1.5896 0.5850 1.0544
C -2.8568 -0.1244 1.5125
N -3.3212 0.5119 2.8022
H 6.7548 -1.1740 3.5351
H 5.7103 -2.5477 3.0612
H 5.2910 -1.5509 4.4422
H 3.9954 -0.3273 3.0540
H 5.4430 0.2778 2.2588
H 3.9052 -1.1757 -0.5905
H 4.7956 0.2272 0.0525
H 2.9482 1.1790 0.9518
H 2.2803 -0.3851 1.5168
H 0.7563 1.2733 0.9576
H 0.2696 1.4792 -0.7278
H -0.5978 -1.7859 1.7121
H 0.7348 -1.8835 0.5316
H -1.6887 -2.2199 -0.9865
H -0.4491 -3.3980 -0.6353
H -1.6609 -3.6373 1.5782
H -2.1891 -4.4174 0.2396
H -1.0222 0.9310 1.9585
H -1.8728 1.4861 0.4998
H -3.6758 0.0318 0.8121
H -2.7127 -1.1815 1.7066
H -2.7650 0.1226 3.5614
H -4.2994 0.2819 2.9646
O -5.7925 1.1788 0.4006
H -5.3095 1.7479 1.0140
H -6.0316 0.4050 0.9290
O 3.6106 2.9174 2.1465
H 3.9884 3.6310 1.6129
H 2.9209 3.3614 2.6533
O 3.2955 -4.6934 0.1082
H 4.0078 -5.3051 -0.1004
H 3.7287 -3.8886 0.4150
O -5.7090 -1.7367 0.2548
H -4.9572 -2.0264 -0.2785
H -6.4706 -1.8198 -0.3335
O 7.6151 1.3314 2.0986
H 7.2251 2.1934 1.8959
H 7.6645 0.8883 1.2351
O -8.2271 -0.3825 -1.0657
H -7.6904 0.2630 -1.5435
H -8.9215 0.1427 -0.6522
O 0.4665 -5.2439 0.4702
H 0.2213 -5.3863 1.3916
H 1.3506 -4.8575 0.5156
O -7.3555 -2.6156 -2.4229
H -8.0917 -2.0365 -2.1697
H -7.7145 -3.5082 -2.3618
O -3.3062 2.8607 -1.0220
H -3.6313 2.7127 -1.9169
H -3.8294 2.2594 -0.4746
O 2.4588 -3.6523 -2.6367
H 2.0024 -2.8792 -2.9988
H 2.5223 -3.4845 -1.6904
O 2.6790 -1.0309 -3.6841
H 3.5520 -1.4235 -3.8042
H 2.8574 -0.1339 -3.3615
O 2.0610 1.7076 -3.5674
H 1.4494 1.1920 -4.1135
H 1.7368 2.6089 -3.6797
O 7.5548 0.9411 -0.6721
H 8.1596 0.8520 -1.4178
H 6.7007 0.6886 -1.0483
O 8.1942 4.1147 1.1755
H 8.7842 3.4820 0.7472
H 8.7026 4.4442 1.9267
O -0.2790 -3.6374 -4.4911
H -0.7184 -3.0959 -3.8100
H 0.5035 -3.9757 -4.0391
O -2.6506 -2.5768 -5.9362
H -3.1011 -2.0355 -5.2770
H -1.8693 -2.9113 -5.4710
O -7.1546 2.3073 2.8900
H -7.8647 1.8681 2.4057
H -7.2646 3.2404 2.6709
O 3.8618 2.3470 -1.7439
H 3.4000 2.1621 -2.5767
H 3.4225 1.7370 -1.1304
O -1.3956 -4.7817 -2.1584
H -0.8485 -5.5761 -2.1340
H -2.0035 -4.9301 -2.8926
O -7.4077 -0.2402 5.0707
H -6.8813 0.4050 4.5820
H -8.1034 0.2841 5.4833
O 3.5915 5.7675 1.7658
H 3.4817 6.1736 2.6331
H 4.1811 6.3671 1.2897
O -10.0103 2.9291 3.8448
H -10.3551 3.6118 4.4330
H -9.2665 2.5432 4.3249
O -6.1649 3.2779 5.5247
H -6.2639 4.1803 5.2009
H -6.0039 2.7536 4.7277
O 0.1048 1.5851 -5.8743
H 0.8638 1.5258 -6.4650
H -0.6557 1.3595 -6.4255
O 5.3362 7.9363 0.2553
H 5.4477 8.8929 0.2970
H 6.2319 7.5795 0.3043
O -10.4229 -1.1934 -2.9217
H -10.5102 -0.2885 -3.2428
H -10.2655 -1.7167 -3.7168
O -1.3292 0.5827 -8.4029
H -1.3896 -0.3811 -8.4250
H -2.0393 0.8883 -8.9784
O 6.6376 -5.6452 0.0103
H 7.2051 -6.3048 -0.4054
H 7.1854 -5.2930 0.7238
O -12.0834 4.4653 5.4084
H -12.8294 5.0279 5.6452
H -12.4290 3.5660 5.4665
O 7.3507 -2.9577 1.0660
H 6.6422 -3.5469 0.7842
H 6.9626 -2.0813 0.9499
O -0.2089 -1.3379 -2.6798
H -0.2515 -1.1243 -1.7252
H 0.6946 -1.1220 -2.9415
O 8.3836 2.3375 4.7701
H 7.8909 2.1463 3.9590
H 8.1341 1.6234 5.3672
O 6.1720 1.2028 -3.1998
H 6.3763 1.9607 -3.7590
H 5.4858 1.5428 -2.5992

=====

Entry 4:
62
Properties=species:S:1:pos:R:3 method="wB97M-V/def2-TZVPD" de_lowest_kj_mol=0.0 charge=-3 orbital_gap_ev=3.33 e_homo_ev=-1.91
Al 21.4363 -32.6240 -12.6754
C 23.2190 -27.6842 -11.3744
F 21.9680 -27.7454 -11.8376
F 23.8436 -26.8231 -12.2055
F 23.2519 -27.2176 -10.1440
S 24.0619 -29.3792 -11.4754
O 25.1465 -29.2160 -12.4190
O 24.5342 -29.6660 -10.1378
O 23.0149 -30.3122 -11.9041
C 26.4487 -34.6649 -11.8790
F 26.4423 -34.9049 -13.1843
F 25.7332 -35.6003 -11.2523
F 27.7236 -34.7622 -11.4595
S 25.7727 -32.9562 -11.4620
O 24.3783 -32.9505 -11.9044
O 25.9980 -32.8261 -10.0417
O 26.5913 -32.0758 -12.2807
C 23.2800 -36.3531 -9.0493
F 24.5805 -36.3106 -8.7459
F 23.1322 -37.0972 -10.1492
F 22.6992 -37.0352 -8.0284
S 22.5485 -34.6055 -9.1030
O 23.6749 -33.8295 -8.6567
O 22.1025 -34.3996 -10.4822
O 21.4719 -34.6409 -8.1303
C 19.7841 -30.8414 -8.0354
F 18.6822 -30.6661 -8.7876
F 19.7830 -29.9796 -7.0099
F 19.7104 -32.0743 -7.5357
S 21.3396 -30.5918 -9.0630
O 21.1366 -31.5703 -10.1424
O 21.2571 -29.1998 -9.4576
O 22.4202 -30.9208 -8.1601
C 19.7685 -35.5202 -16.4791
F 20.6489 -36.4231 -16.0605
F 19.9723 -35.3672 -17.7963
F 18.5260 -35.9751 -16.2920
S 19.9922 -33.8649 -15.6384
O 21.4246 -33.7233 -15.3951
O 19.4054 -32.9187 -16.5564
O 19.3479 -33.9207 -14.3133
C 24.1876 -31.2377 -16.9928
F 22.9159 -31.5708 -17.3311
F 24.9589 -31.7989 -17.9292
F 24.2505 -29.9081 -17.0451
S 24.5746 -31.8599 -15.2330
O 25.6122 -30.9167 -14.8547
O 23.3095 -31.6949 -14.5362
O 24.9978 -33.2336 -15.3959
C 23.0576 -37.2546 -13.3543
C 21.5805 -37.5876 -13.3312
C 21.0419 -36.2870 -12.7252
O 21.9514 -35.2475 -13.1227
C 23.0806 -35.8140 -13.7940
H 23.7374 -37.9139 -13.9005
H 23.4073 -37.3137 -12.3195
H 21.3145 -38.4872 -12.7723
H 21.1323 -37.7408 -14.3173
H 21.1322 -36.3879 -11.6366
H 20.0210 -35.9716 -12.9337
H 24.0193 -35.3585 -13.5216
H 22.9026 -35.6717 -14.8630

=====

Entry 5:
20
Properties=species:S:1:pos:R:3 method="wB97M-V/def2-TZVPD" de_lowest_kj_mol=199.2 orbital_gap_ev="6.68 / 7.76" e_homo_ev="-7.79 / -8.57"
C 2.1818 -1.1184 2.2823
C -1.5904 1.6817 -1.4636
C -1.0903 0.7158 -2.3633
C -1.3986 1.4497 -0.0858
C -0.1981 -0.2520 -1.9071
C -0.6257 0.3905 0.3790
C -0.0158 -0.4672 -0.5617
C -0.6595 0.1880 1.7674
C 0.9982 -1.3970 0.0499
C 1.9642 -0.6988 0.9630
N 2.3132 -1.4958 3.3479
Cl 2.5255 0.8776 0.5742
H -2.0777 2.5693 -1.8241
H -1.2291 0.5934 -3.4184
H -2.0547 2.0124 0.5594
H 0.4305 -0.7262 -2.6234
H -1.0971 0.9285 2.2974
H -0.6807 -0.8638 2.1081
H 0.6383 -2.3248 0.5144
H 1.6661 -2.0630 -0.5956

=====

Entry 6:
23
Properties=species:S:1:pos:R:3 method="wB97M-V/def2-TZVPD" charge=+1 orbital_gap_ev=6.87 e_homo_ev=-11.77
N 1.5426 -2.2856 0.8910
C 0.8352 -1.3727 0.8131
N 0.2537 -0.2061 0.7033
N 0.8822 0.9080 1.1138
C 2.0307 1.1781 0.6847
C 2.8455 0.1208 -0.0910
C 2.0698 -0.6712 -0.9678
N 1.7164 -1.0482 -2.0126
C -1.1379 -0.1439 0.5768
C -1.8276 -1.3900 0.6081
C -3.1997 -1.4450 0.3668
C -3.8850 -0.2200 0.2978
Cl -5.5587 -0.1767 -0.0030
C -3.2221 1.0155 0.2670
C -1.8523 1.0720 0.4723
H 2.5815 2.0644 0.9318
H 3.7257 0.6758 -0.5021
H 3.4496 -0.6527 0.5342
H 1.6492 -1.3113 -2.9397
H -1.4297 -2.3782 0.6698
H -3.7713 -2.4297 0.3832
H -3.6270 1.9989 0.1951
H -1.4271 1.9705 0.4595

=====

Entry 7:
62
Properties=species:S:1:pos:R:3 method="wB97M-V/def2-TZVPD" de_lowest_kj_mol=2713.8 charge=-2 orbital_gap_ev=1.66 e_homo_ev=-5.24
Zr 0.0104 -0.2403 0.6877
C 7.2221 -1.7761 0.6221
F 8.4354 -1.3760 0.9823
F 7.3431 -2.8599 -0.1787
F 6.4451 -2.1329 1.6865
S 6.2082 -0.3788 -0.2375
O 4.7852 -0.6254 -0.0417
O 6.5168 0.9501 0.3219
O 6.5933 -0.4621 -1.6719
C 0.3481 6.4899 -2.8650
F 1.0093 7.4668 -3.4476
F -0.1883 6.9536 -1.6935
F -0.5727 5.9686 -3.5888
S 1.6516 5.0448 -2.4052
O 2.2570 4.5233 -3.6566
O 2.6744 5.6756 -1.5176
O 0.8530 3.9989 -1.7470
C 2.1430 -6.4945 1.4194
F 3.0563 -6.9047 2.3476
F 2.7578 -5.9586 0.3482
F 1.3469 -7.4461 0.9996
S 1.0157 -5.1801 2.1680
O 1.5992 -3.8962 2.4241
O 0.1873 -4.5374 1.1315
O 0.2871 -5.6783 3.3102
C 3.6951 1.8503 6.4706
F 2.6477 1.1998 7.0164
F 4.2990 2.6673 7.3263
F 4.6498 0.9906 5.9843
S 3.0781 2.9955 5.0664
O 1.9558 3.8046 5.5824
O 4.2443 3.7388 4.5741
O 2.5510 2.1027 4.0382
C -3.8883 2.4772 5.8094
F -3.8346 3.8425 5.7838
F -2.9320 2.0836 6.5886
F -5.0686 2.1131 6.3196
S -3.7971 1.6934 4.0958
O -3.0272 0.4475 4.0836
O -5.1266 1.6148 3.5406
O -2.7850 2.3734 3.2120
C -0.7614 -2.8390 -6.5457
F -1.6291 -3.5170 -5.7509
F -0.2610 -3.6188 -7.5194
F -1.2420 -1.7855 -7.1331
S 0.7346 -2.3776 -5.3562
O 0.3047 -1.6346 -4.1193
O 1.1920 -3.7048 -4.9421
O 1.6191 -1.5672 -6.1355
C -6.4219 -0.8569 -2.4864
C -5.6990 0.0180 -3.3918
C -4.5704 0.6123 -2.6413
O -4.1918 -0.4922 -1.7404
C -5.2254 -1.5254 -1.7618
H -6.8427 -1.7020 -3.0313
H -7.1528 -0.3238 -1.8783
H -6.3124 0.7998 -3.8398
H -5.2980 -0.5575 -4.2262
H -4.7461 1.5199 -2.0638
H -3.7180 0.7601 -3.3044
H -5.6121 -1.8975 -0.8130
H -4.8130 -2.4296 -2.2093